(one)
Below is the molecule C3H4N2O, with properties calculated with ωB97M-V with the def2-TZVPD basis set.

Last column: natural (NBO) charge in e.
CARTESIAN COORDINATES (ANGSTROEM)
O1 1.361 0.489 1.397  -0.67
N1 0.938 0.566 -1.018  -0.12
N2 -0.111 0.439 -1.683  -0.15
C1 -1.153 -0.139 -0.870  -0.09
C2 0.776 -0.114 0.295  0.12
C3 -0.691 -0.451 0.336  -0.25
H1 1.403 -0.990 0.061  0.22
H2 -2.141 -0.234 -1.306  0.22
H3 0.866 1.289 1.612  0.48
H4 -1.247 -0.854 1.177  0.24

Output
Orbital gap in eV: 9.42
HOMO level in eV: -9.546
SMILES string: O[C@H]1C=CN=N1
Lowest unoccupied orbital energy in eV: -0.1213
Total charge: 0



(two)
Below is the molecule C3H4N2O, with properties calculated with ωB97M-V with the def2-TZVPD basis set.

Last column: natural (NBO) charge in e.
CARTESIAN COORDINATES (ANGSTROEM)
O1 2.213 -0.482 -0.057  -0.66
N1 -1.279 -0.195 -0.022  -0.51
N2 0.499 1.102 0.121  -0.52
C1 -0.813 1.064 0.122  0.18
C2 -0.180 -1.040 -0.126  -0.21
C3 0.893 -0.193 -0.029  0.39
H1 -1.455 1.927 0.220  0.20
H2 -0.268 -2.107 -0.264  0.22
H3 -2.253 -0.454 -0.035  0.42
H4 2.644 0.378 0.071  0.49

Output
Orbital gap in eV: 9.24
HOMO level in eV: -8.309
SMILES string: Oc1c[nH]cn1
Lowest unoccupied orbital energy in eV: 0.9267
Total charge: 0



Which one sits at the top of the stability order? (two) does.



(one)
Below is the molecule C3H4N2O, with properties calculated with ωB97M-V with the def2-TZVPD basis set.

Last column: natural (NBO) charge in e.
CARTESIAN COORDINATES (ANGSTROEM)
O1 0.655 -2.101 -0.483  -0.50
N1 0.833 1.187 0.905  -0.51
N2 0.499 -0.251 0.980  -0.40
C1 -0.379 0.892 0.388  0.17
C2 0.414 -0.952 -0.289  0.71
C3 -0.289 0.169 -1.007  -0.58
H1 -1.211 -0.155 -1.488  0.24
H2 0.340 0.733 -1.696  0.26
H3 0.493 -0.692 1.891  0.42
H4 -1.354 1.170 0.798  0.18

Output
Orbital gap in eV: 8.84
HOMO level in eV: -8.038
Lowest unoccupied orbital energy in eV: 0.7986
Total charge: 0



(two)
Below is a structure of composition C3H4N2O, with properties calculated with ωB97M-V with the def2-TZVPD basis set.

Last column: natural (NBO) charge in e.
CARTESIAN COORDINATES (ANGSTROEM)
O1 0.665 -0.384 -0.697  -0.48
N1 -0.738 0.182 0.763  -0.74
N2 0.608 1.884 -0.317  -0.81
C1 -0.436 -2.614 -0.020  -0.40
C2 -0.126 -1.442 -0.112  0.28
C3 0.100 0.659 -0.084  0.71
H1 -0.462 -3.654 -0.209  0.23
H2 0.335 2.662 0.257  0.41
H3 -1.385 0.744 1.297  0.38
H4 1.439 1.964 -0.879  0.41

Output
Orbital gap in eV: 8.76
HOMO level in eV: -8.220
Lowest unoccupied orbital energy in eV: 0.5357
Total charge: 0



(three)
Below is a structure of composition C3H4N2O, with properties calculated with ωB97M-V with the def2-TZVPD basis set.

Last column: natural (NBO) charge in e.
CARTESIAN COORDINATES (ANGSTROEM)
O1 1.154 -1.128 1.305  -0.60
N1 0.418 1.461 0.394  -0.72
N2 -1.145 -0.058 -0.406  -0.51
C1 -0.642 1.207 -0.279  0.26
C2 -0.292 -1.121 -0.779  -0.17
C3 0.487 -0.919 0.217  0.52
H1 0.703 2.437 0.315  0.35
H2 -1.256 1.976 -0.766  0.16
H3 -0.452 -1.813 -1.602  0.21
H4 1.025 -2.044 1.602  0.50

Output
Orbital gap in eV: 8.76
HOMO level in eV: -8.398
Lowest unoccupied orbital energy in eV: 0.3658
Total charge: 0



Which one sits at the top of the stability order? (two) does.



(one)
Below is the molecule C3H4N2O, with properties calculated with ωB97M-V with the def2-TZVPD basis set.

Last column: natural (NBO) charge in e.
CARTESIAN COORDINATES (ANGSTROEM)
O1 -1.104 0.777 -0.091  -0.49
N1 1.034 -0.927 -0.082  -0.23
N2 -0.221 -1.283 0.150  -0.42
C1 -1.206 -0.528 0.007  0.43
C2 0.280 1.245 0.094  -0.17
C3 1.350 0.225 -0.061  0.05
H1 2.475 0.460 -0.087  0.20
H2 0.354 1.943 -0.774  0.21
H3 0.203 1.872 1.146  0.20
H4 -2.435 -0.676 -0.276  0.19

Output
Orbital gap in eV: 9.74
HOMO level in eV: -8.967
SMILES string: C1=NN=COC1
Lowest unoccupied orbital energy in eV: 0.7704
Total charge: 0



(two)
Below is a cluster of 2 separate species, C3H4N2O in total, with properties calculated with ωB97M-V with the def2-TZVPD basis set.

Last column: natural (NBO) charge in e.
CARTESIAN COORDINATES (ANGSTROEM)
O1 -0.472 0.714 1.258  -0.43
N1 0.184 2.229 -1.940  -0.23
N2 -0.833 -1.313 -1.140  -0.76
C1 0.115 0.551 0.012  0.30
C2 0.842 0.097 1.246  -0.10
C3 0.255 1.400 -1.149  0.20
H1 0.697 -0.979 1.569  0.20
H2 -0.541 -2.100 -0.649  0.31
H3 -1.838 -1.205 -0.963  0.32
H4 1.591 0.608 1.756  0.20

Output
Orbital gap (spin up / spin down) in eV: 8.36 / 9.73
HOMO level (spin up / spin down) in eV: -9.051 / -10.411
Lowest unoccupied orbital energy (spin up / spin down) in eV: -0.6897 / -0.6803
Total charge: 0



(three)
Below is the molecule C3H4N2O, with properties calculated with ωB97M-V with the def2-TZVPD basis set.

Last column: natural (NBO) charge in e.
CARTESIAN COORDINATES (ANGSTROEM)
O1 -1.427 0.332 1.620  -0.64
N1 0.316 -1.085 0.868  -0.52
N2 0.141 -0.659 -1.460  -0.54
C1 0.967 -0.488 -0.317  0.08
C2 -0.532 -0.118 0.751  0.55
C3 -0.188 0.472 -0.550  -0.23
H1 -0.141 1.507 -0.872  0.22
H2 0.603 -0.271 -2.281  0.36
H3 -1.377 -0.248 2.396  0.50
H4 1.786 0.202 -0.233  0.21

Output
Orbital gap in eV: 9.88
HOMO level in eV: -9.016
Lowest unoccupied orbital energy in eV: 0.8611
Total charge: 0



Which one sits at the top of the stability order? (three) does.



(one)
Below is the molecule C3H4N2O, with properties calculated with ωB97M-V with the def2-TZVPD basis set.

Last column: natural (NBO) charge in e.
CARTESIAN COORDINATES (ANGSTROEM)
O1 -1.853 0.399 1.237  -0.64
N1 0.943 -1.191 -0.632  -0.16
N2 -0.244 -1.623 -0.574  -0.38
C1 1.218 -0.083 0.063  -0.06
C2 0.280 1.042 0.149  -0.47
C3 -0.759 0.359 0.526  0.47
H1 2.222 0.011 0.457  0.20
H2 -0.391 -2.249 -1.384  0.33
H3 0.495 2.086 -0.064  0.22
H4 -1.932 1.263 1.681  0.48

Output
Orbital gap in eV: 7.89
HOMO level in eV: -7.806
Lowest unoccupied orbital energy in eV: 0.0884
Total charge: 0



(two)
Below is a structure of composition C3H4N2O, with properties calculated with ωB97M-V with the def2-TZVPD basis set.

Last column: natural (NBO) charge in e.
CARTESIAN COORDINATES (ANGSTROEM)
O1 -1.701 -0.217 -1.026  -0.37
N1 1.717 -0.022 -0.074  -0.78
N2 -0.188 0.571 -1.531  -0.13
C1 -1.519 -0.396 0.209  0.23
C2 -0.322 -0.124 0.706  -0.43
C3 0.292 0.331 -0.417  0.30
H1 -0.169 -0.104 1.757  0.24
H2 2.145 0.545 0.636  0.38
H3 2.111 0.196 -0.986  0.37
H4 -2.366 -0.781 0.726  0.20

Output
Orbital gap in eV: 9.03
HOMO level in eV: -9.252
Lowest unoccupied orbital energy in eV: -0.2197
Total charge: 0



Which one sits at the top of the stability order? (two) does.



(one)
Below is the molecule C3H4N2O, with properties calculated with ωB97M-V with the def2-TZVPD basis set.

Last column: natural (NBO) charge in e.
CARTESIAN COORDINATES (ANGSTROEM)
O1 -1.945 -0.734 0.866  -0.65
N1 0.864 0.392 -0.693  -0.51
N2 0.427 -0.491 1.311  -0.48
C1 -0.711 -0.230 0.639  0.42
C2 1.360 -0.118 0.451  0.19
C3 -0.510 0.385 -0.577  -0.31
H1 -2.119 -0.737 -0.104  0.49
H2 1.374 0.618 -1.528  0.42
H3 2.422 -0.219 0.604  0.20
H4 -1.140 1.157 -0.992  0.23

Output
Orbital gap in eV: 9.25
HOMO level in eV: -8.434
SMILES string: Oc1c[nH]cn1
Lowest unoccupied orbital energy in eV: 0.8209
Total charge: 0



(two)
Below is the molecule C3H4N2O, with properties calculated with ωB97M-V with the def2-TZVPD basis set.

Last column: natural (NBO) charge in e.
CARTESIAN COORDINATES (ANGSTROEM)
O1 -0.553 1.678 -0.876  -0.21
N1 0.444 0.353 0.392  -0.20
N2 0.662 1.327 -0.492  0.11
C1 -0.877 0.078 0.683  -0.18
C2 -1.465 0.887 -0.237  -0.02
C3 0.995 -1.061 0.298  -0.39
H1 0.248 -1.720 -0.183  0.23
H2 1.134 -1.434 1.312  0.24
H3 1.890 -1.031 -0.302  0.21
H4 -2.477 0.923 -0.594  0.21

Output
Orbital gap (spin up / spin down) in eV: 8.41 / 8.41
HOMO level (spin up / spin down) in eV: -8.865 / -8.865
Lowest unoccupied orbital energy (spin up / spin down) in eV: -0.4517 / -0.4523
Total charge: 0



Which one sits at the top of the stability order? (one) does.



(one)
Below is a structure of composition C3H4N2O, with properties calculated with ωB97M-V with the def2-TZVPD basis set.

Last column: natural (NBO) charge in e.
CARTESIAN COORDINATES (ANGSTROEM)
O1 -1.684 1.170 -0.007  -0.46
N1 -2.665 -1.142 0.000  -0.42
N2 0.022 -0.062 0.000  -0.44
C1 1.346 -0.617 -0.002  -0.42
C2 -0.354 1.150 0.000  0.42
C3 -1.907 -0.264 0.007  0.49
H1 1.467 -1.244 0.882  0.22
H2 0.197 2.086 0.008  0.20
H3 2.111 0.164 -0.001  0.19
H4 1.466 -1.241 -0.888  0.22

Output
Orbital gap in eV: 10.46
HOMO level in eV: -9.786
Lowest unoccupied orbital energy in eV: 0.6734
Total charge: 0



(two)
Below is the molecule C3H4N2O, with properties calculated with ωB97M-V with the def2-TZVPD basis set.

Last column: natural (NBO) charge in e.
CARTESIAN COORDINATES (ANGSTROEM)
O1 -1.399 -0.634 -1.693  -0.47
N1 2.127 1.167 -1.089  -0.31
N2 0.787 0.017 0.775  -0.65
C1 -0.903 0.017 -0.817  0.41
C2 -0.460 -0.628 0.567  -0.31
C3 1.327 0.683 -0.413  0.35
H1 -1.208 -0.394 1.328  0.22
H2 1.093 0.368 1.669  0.42
H3 -0.351 -1.705 0.398  0.21
H4 -1.013 1.108 -0.724  0.13

Output
Orbital gap in eV: 9.74
HOMO level in eV: -10.004
SMILES string: N#CNCC=O
Lowest unoccupied orbital energy in eV: -0.2690
Total charge: 0



(three)
Below is the molecule C3H4N2O, with properties calculated with ωB97M-V with the def2-TZVPD basis set.

Last column: natural (NBO) charge in e.
CARTESIAN COORDINATES (ANGSTROEM)
O1 -0.883 0.163 2.036  -0.57
N1 -1.028 -0.260 -1.237  -0.70
N2 1.152 -0.315 0.970  -0.43
C1 0.136 0.528 1.501  0.48
C2 1.169 -0.303 -0.317  0.01
C3 -0.004 0.405 -0.785  0.10
H1 1.988 -0.747 -0.890  0.20
H2 0.439 1.589 1.426  0.14
H3 -1.942 0.177 -1.184  0.40
H4 -1.028 -1.237 -1.519  0.37

Output
Orbital gap in eV: 9.40
HOMO level in eV: -8.922
Lowest unoccupied orbital energy in eV: 0.4746
Total charge: 0



(four)
Below is the molecule C3H4N2O, with properties calculated with ωB97M-V with the def2-TZVPD basis set.

Last column: natural (NBO) charge in e.
CARTESIAN COORDINATES (ANGSTROEM)
O1 0.206 0.419 0.331  -0.50
N1 -2.067 0.016 0.042  -0.71
N2 3.225 0.038 0.043  -0.28
C1 0.745 -0.596 -0.507  -0.17
C2 2.188 -0.350 -0.293  0.25
C3 -1.099 0.648 0.538  0.42
H1 0.451 -0.488 -1.558  0.23
H2 0.448 -1.609 -0.213  0.23
H3 -2.935 0.429 0.393  0.36
H4 -1.163 1.494 1.225  0.16

Output
Orbital gap in eV: 11.70
HOMO level in eV: -10.951
SMILES string: [H]/N=C/OCC#N
Lowest unoccupied orbital energy in eV: 0.7455
Total charge: 0



Which one sits at the top of the stability order? (four) does.